1.
Molecular formula: C15H18N2O3S2
Method: DFT, ωB97M-V/def2-TZVPD

The net charge is 0. As for the spin multiplicity: 1. The energy relative to the best compared isomer or geometry (same formula, charge and spin) comes out at 304.8 kcal/mol. Its HOMO energy is -7.61 eV. The value obtained for the lowest unoccupied orbital energy is 0.4 eV.

CARTESIAN COORDINATES (ANGSTROEM)
1 C 3.18 -5.27 1.94
2 C 3.69 -4.48 0.65
3 H 4.41 -5.09 0.02
4 H 4.20 -3.58 0.89
5 O 2.82 -4.34 -0.13
6 C 1.89 -3.42 -0.02
7 O 1.96 -2.69 0.91
8 C 0.93 -3.26 -1.21
9 H 0.72 -4.31 -1.58
10 C -0.44 -2.57 -0.60
11 C -1.44 -2.31 -1.96
12 H -1.53 -3.17 -2.50
13 H -2.20 -1.74 -1.20
14 S -0.77 -1.02 -2.99
15 C -0.76 0.48 -1.97
16 N -1.53 0.27 -0.76
17 C -1.58 1.56 0.03
18 C -1.12 2.71 -0.54
19 C -1.33 3.93 0.22
20 C -2.06 3.28 1.42
21 S -2.18 1.66 1.41
22 C -2.31 4.26 2.38
23 H -1.59 4.29 3.20
24 H -3.36 4.29 2.82
25 C -1.70 5.80 1.42
26 H -2.85 6.22 1.26
27 H -1.34 6.47 2.42
28 C -1.06 5.31 0.25
29 H -0.04 5.32 0.63
30 H -1.39 5.79 -0.45
31 C -0.42 2.87 -2.02
32 O 0.15 3.83 -2.46
33 N -0.42 1.59 -2.55
34 H 0.10 1.53 -3.31
35 H -0.93 -3.30 0.12
36 H -0.25 -1.69 -0.30
37 H 1.37 -2.61 -2.04
38 H 2.55 -6.35 1.72
39 H 2.56 -4.66 2.39
40 H 4.07 -5.62 2.45

---

2.
Molecular formula: C15H18N2O4
Method: DFT, ωB97M-V/def2-TZVPD

As for the SMILES: CCOC(=O)c1c(C)[nH]c(C(=O)NCc2ccco2)c1C. The net charge is 0. As for the spin multiplicity: 1. The energy relative to the best compared isomer or geometry (same formula, charge and spin) comes out at 30.8 kcal/mol. Its HOMO energy is -8.38 eV. The value obtained for the lowest unoccupied orbital energy is 0.8 eV.

CARTESIAN COORDINATES (ANGSTROEM)
1 C 6.29 0.39 -0.72
2 C 5.09 1.17 -0.22
3 H 4.88 2.03 -0.86
4 H 5.26 1.55 0.80
5 O 3.96 0.31 -0.21
6 C 2.79 0.86 0.17
7 O 2.72 2.03 0.50
8 C 1.69 -0.09 0.14
9 C 1.78 -1.44 -0.23
10 N 0.55 -1.96 -0.11
11 C -0.35 -1.01 0.32
12 C 0.34 0.18 0.49
13 C -0.19 1.49 0.95
14 H -0.60 1.42 1.95
15 H -0.97 1.86 0.27
16 H 0.62 2.22 0.96
17 C -1.73 -1.47 0.48
18 O -2.04 -2.62 0.22
19 N -2.62 -0.56 0.94
20 H -2.33 0.39 1.10
21 C -4.04 -0.85 1.04
22 C -4.85 0.08 0.20
23 C -5.53 1.22 0.51
24 C -6.07 1.71 -0.71
25 C -5.66 0.83 -1.67
26 O -4.93 -0.15 -1.13
27 H -5.83 0.80 -2.72
28 H -6.66 2.58 -0.84
29 H -5.64 1.65 1.48
30 H -4.16 -1.88 0.70
31 H -4.36 -0.77 2.08
32 H 0.25 -2.90 -0.30
33 C 2.93 -2.26 -0.68
34 H 3.37 -1.83 -1.58
35 H 3.70 -2.27 0.09
36 H 2.61 -3.28 -0.88
37 H 7.17 1.03 -0.73
38 H 6.11 0.02 -1.72
39 H 6.48 -0.46 -0.06

---

3.
Molecular formula: C15H18N6NiSe5Te
Method: DFT, ωB97M-V/def2-TZVPD

The net charge is 0. As for the spin multiplicity: 3. The energy relative to the best compared isomer or geometry (same formula, charge and spin) comes out at 15.0 kcal/mol. Its HOMO energy (spin up / spin down) is -6.00 / -5.98 eV. The value obtained for the lowest unoccupied orbital energy (spin up / spin down) is -0.7 / -0.7 eV.

CARTESIAN COORDINATES (ANGSTROEM)
1 Ni 0.08 -0.17 0.09
2 Se -3.39 0.39 -1.01
3 Se -3.39 -0.98 0.87
4 C -2.16 -2.35 0.31
5 C -2.61 -3.66 0.32
6 C -1.70 -4.68 0.04
7 C -0.40 -4.34 -0.26
8 C -0.04 -3.00 -0.28
9 N -0.90 -2.03 0.01
10 C -2.34 1.85 -0.31
11 C -2.95 3.09 -0.16
12 C -2.18 4.15 0.30
13 C -0.85 3.93 0.61
14 C -0.33 2.66 0.44
15 N -1.06 1.64 -0.03
16 H -3.64 -3.88 0.55
17 H -2.02 -5.71 0.06
18 H 0.35 -5.09 -0.49
19 H 0.97 -2.69 -0.51
20 H -4.00 3.20 -0.37
21 H -2.63 5.13 0.44
22 H -0.22 4.72 0.99
23 H 0.70 2.43 0.69
24 Se -0.28 -0.12 2.55
25 Se 1.58 0.96 3.47
26 Te 3.53 0.16 2.04
27 Se 2.43 0.03 -0.22
28 C -2.57 1.43 -5.09
29 C -1.47 0.96 -6.04
30 C -1.73 -0.46 -6.53
31 C -0.08 1.11 -5.41
32 N 0.05 0.39 -4.15
33 C -0.17 0.81 -2.90
34 N 0.01 -0.21 -2.10
35 N 0.34 -1.25 -2.87
36 N 0.37 -0.91 -4.10
37 H -3.54 1.41 -5.60
38 H -2.40 2.45 -4.75
39 H -2.65 0.78 -4.22
40 H -1.46 1.63 -6.91
41 H -1.74 -1.17 -5.69
42 H -0.96 -0.79 -7.23
43 H -2.69 -0.52 -7.03
44 H 0.13 2.16 -5.20
45 H 0.69 0.73 -6.07
46 H -0.43 1.82 -2.62

---

4.
Molecular formula: C15H18O2
Method: DFT, ωB97M-V/def2-TZVPD

As for the SMILES: CCc1ccc(O)cc1.Cc1ccc(O)cc1. The net charge is 0. As for the spin multiplicity: 1. The energy relative to the best compared isomer or geometry (same formula, charge and spin) comes out at 18.1 kcal/mol. Its HOMO energy is -8.27 eV. The value obtained for the lowest unoccupied orbital energy is 0.8 eV.

CARTESIAN COORDINATES (ANGSTROEM)
1 C -0.67 3.13 -2.09
2 C -0.20 3.85 2.13
3 C 0.88 3.44 1.37
4 C -1.46 3.84 1.55
5 C 0.68 3.13 0.03
6 C -1.64 3.51 0.22
7 C -0.55 3.19 -0.60
8 O -0.13 4.11 3.47
9 H 1.89 3.53 1.75
10 H 0.79 4.07 3.75
11 H -2.33 4.02 2.16
12 H 1.56 2.98 -0.58
13 H -2.66 3.31 -0.08
14 H -1.02 4.14 -2.36
15 H -1.46 2.50 -2.49
16 H 0.19 3.02 -2.74
17 C 2.41 -3.72 0.43
18 C 3.64 -3.42 -0.44
19 C 1.07 -3.37 -0.15
20 C -0.02 -4.16 0.15
21 C 0.89 -2.24 -0.95
22 C -1.27 -3.89 -0.38
23 C -0.36 -1.94 -1.45
24 C -1.43 -2.80 -1.20
25 O -2.63 -2.46 -1.80
26 H 2.45 -4.73 0.83
27 H 2.49 -3.09 1.32
28 H 4.55 -3.62 0.11
29 H 0.09 -5.04 0.77
30 H 1.69 -1.62 -1.29
31 H -2.12 -4.52 -0.13
32 H -0.56 -1.12 -2.13
33 H -3.20 -3.24 -1.89
34 H 3.67 -2.39 -0.79
35 H 3.54 -4.02 -1.34

---

5.
Molecular formula: C15H19ClN2O3
Method: DFT, ωB97M-V/def2-TZVPD

As for the SMILES: O=C(COC(=O)c1cccnc1Cl)NC1CCCCCC1. The net charge is 0. As for the spin multiplicity: 1. The energy relative to the best compared isomer or geometry (same formula, charge and spin) comes out at 18.6 kcal/mol. Its HOMO energy is -9.57 eV. The value obtained for the lowest unoccupied orbital energy is -0.1 eV.

CARTESIAN COORDINATES (ANGSTROEM)
1 O 2.24 -2.96 1.19
2 C 1.84 -1.89 0.80
3 N 0.76 -1.70 0.02
4 H 0.54 -0.77 -0.29
5 C -0.08 -2.78 -0.45
6 C -1.51 -2.57 0.07
7 H -2.01 -3.54 0.14
8 C -2.39 -1.64 -0.78
9 C -3.13 -2.37 -1.89
10 C -2.25 -2.80 -3.06
11 C -1.06 -3.66 -2.67
12 C 0.05 -2.87 -1.98
13 H 1.02 -3.33 -2.19
14 H 0.07 -1.86 -2.39
15 H -1.38 -4.49 -2.05
16 H -0.64 -4.09 -3.59
17 H -1.89 -1.91 -3.58
18 H -2.87 -3.35 -3.77
19 H -3.92 -1.72 -2.28
20 H -3.62 -3.25 -1.47
21 H -1.79 -0.83 -1.20
22 H -3.13 -1.18 -0.12
23 H -1.43 -2.17 1.08
24 H 0.32 -3.69 0.01
25 C 2.57 -0.59 1.19
26 H 3.52 -0.55 0.66
27 H 2.74 -0.61 2.27
28 O 1.86 0.59 0.83
29 C 1.09 1.16 1.77
30 O 1.00 0.77 2.90
31 C 0.39 2.37 1.27
32 C 0.13 3.38 2.20
33 C -0.51 4.54 1.80
34 C -0.88 4.66 0.47
35 N -0.67 3.70 -0.41
36 C -0.06 2.60 -0.03
37 Cl 0.09 1.42 -1.27
38 H -1.36 5.54 0.09
39 H -0.72 5.33 2.51
40 H 0.44 3.23 3.22

---

6.
Molecular formula: C15H19F18N4O13S6Y
Method: DFT, ωB97M-V/def2-TZVPD

The net charge is 0. As for the spin multiplicity: 1. The energy relative to the best compared isomer or geometry (same formula, charge and spin) comes out at 13.0 kcal/mol. Its HOMO energy is -10.07 eV. The value obtained for the lowest unoccupied orbital energy is -1.0 eV.

CARTESIAN COORDINATES (ANGSTROEM)
1 Y 0.77 0.54 0.41
2 C 3.06 3.07 -2.82
3 F 3.07 4.15 -2.10
4 F 1.91 3.07 -3.55
5 F 4.13 3.10 -3.68
6 S 3.17 1.44 -1.65
7 O 2.19 0.44 -2.08
8 O 4.48 0.92 -1.62
9 N 2.44 1.95 -0.06
10 S 3.76 2.63 0.67
11 O 4.14 1.68 1.69
12 O 4.75 3.27 -0.18
13 C 2.92 4.05 1.67
14 F 1.81 3.57 2.30
15 F 3.79 4.67 2.58
16 F 2.43 5.02 0.87
17 C -3.12 1.62 2.75
18 F -3.99 1.74 1.78
19 F -3.48 2.24 3.92
20 F -3.13 0.34 2.92
21 S -1.34 2.28 2.22
22 O -1.24 3.71 2.55
23 O -0.38 1.28 2.70
24 N -1.03 1.98 0.49
25 S -2.10 2.85 -0.29
26 O -2.88 1.96 -1.17
27 O -2.87 3.93 0.36
28 C -0.79 3.76 -1.50
29 F -0.16 3.00 -2.28
30 F -1.37 4.73 -2.17
31 F 0.15 4.45 -0.79
32 C 2.28 -3.71 1.27
33 F 1.73 -3.68 0.05
34 F 1.29 -3.92 2.18
35 F 3.25 -4.55 1.41
36 S 2.97 -1.89 1.45
37 O 4.10 -1.96 2.36
38 O 3.21 -1.43 0.10
39 N 1.58 -0.88 1.95
40 S 1.56 -1.17 3.59
41 O 0.17 -1.22 4.07
42 O 2.25 -2.35 4.07
43 C 2.37 0.37 4.43
44 F 1.99 1.44 3.78
45 F 1.97 0.49 5.69
46 F 3.72 0.25 4.42
47 C -0.97 -2.69 -3.40
48 C -1.45 -1.46 -2.59
49 C -2.98 -1.26 -2.82
50 C -3.92 -2.06 -1.90
51 C -3.43 -1.94 -0.46
52 C -1.90 -2.19 -0.23
53 N -1.05 -1.46 -1.14
54 O 0.30 -1.50 -0.87
55 C -1.47 -1.79 1.19
56 C -1.74 -3.75 -0.40
57 C -0.75 -0.20 -3.19
58 H -1.22 -2.54 -4.45
59 H -1.49 -3.60 -3.09
60 H 0.10 -2.92 -3.31
61 H -3.27 -0.21 -2.70
62 H -3.12 -1.41 -3.89
63 H -3.85 -3.13 -2.13
64 H -4.95 -1.72 -1.95
65 H -4.00 -2.72 0.04
66 H -3.79 -1.13 0.18
67 H -1.38 -0.72 1.32
68 H -2.34 -1.99 1.82
69 H -0.79 -2.40 1.79
70 H -1.94 -4.30 0.52
71 H -2.25 -4.17 -1.26
72 H -0.68 -3.92 -0.60
73 H -0.77 0.62 -2.47
74 H -1.21 0.12 -4.13
75 H 0.30 -0.36 -3.40
76 H 0.50 -2.37 -1.23